163
Properties=species:S:1:pos:R:3:lowdin_charge:R:1 method="wB97M-V/def2-TZVPD" e_tot_ev=-96706.078
O 2.46 -3.56 7.94 -0.05
H 1.58 -3.23 7.77 0.02
H 2.64 -3.31 8.85 0.03
C 0.47 -1.07 -1.07 -0.02
C 0.81 -0.28 0.21 -0.42
C 1.94 0.84 -0.04 -0.14
C 1.63 2.14 -0.70 -0.18
C 0.38 2.73 0.03 -0.13
C -0.83 1.73 0.27 -0.48
N -0.35 0.46 0.82 -0.17
O -1.38 -0.35 1.07 -0.01
C -1.78 2.30 1.35 -0.04
C -1.64 1.58 -1.06 -0.03
C 1.35 -1.21 1.32 -0.05
H -0.18 -1.91 -0.84 0.08
H 1.24 -1.52 -1.69 0.08
H -0.14 -0.41 -1.69 0.06
H 2.52 0.95 0.88 0.11
H 2.70 0.47 -0.72 0.11
H 1.30 2.00 -1.73 0.10
H 2.37 2.94 -0.64 0.11
H 0.05 3.66 -0.43 0.11
H 0.67 3.04 1.03 0.11
H -2.73 1.79 1.22 0.07
H -1.44 2.12 2.37 0.08
H -2.05 3.35 1.23 0.08
H -0.84 1.58 -1.81 0.06
H -2.07 0.58 -1.19 0.08
H -2.35 2.34 -1.36 0.08
H 0.61 -1.86 1.77 0.08
H 1.81 -0.65 2.13 0.07
H 2.18 -1.88 1.08 0.08
H -1.24 -0.48 2.01 0.11
C -9.11 0.07 1.80 -0.23
C -9.65 1.46 2.32 -0.30
O -10.87 1.41 2.89 -0.04
O -10.00 -0.44 0.81 -0.06
H -8.71 -0.60 2.56 0.11
H -8.15 0.23 1.30 0.11
H -9.65 2.06 1.41 0.11
H -8.93 1.97 2.96 0.11
H -11.24 2.30 2.78 0.10
H -10.75 -0.83 1.27 0.08
C -5.24 -6.41 -1.38 -0.27
C -5.36 -7.20 -0.05 -0.23
O -4.29 -6.75 0.76 -0.07
O -4.17 -6.90 -2.11 -0.06
H -5.06 -5.34 -1.22 0.12
H -6.17 -6.47 -1.95 0.11
H -5.40 -8.28 -0.13 0.12
H -6.32 -6.94 0.40 0.11
H -3.54 -6.88 0.17 0.07
H -3.99 -6.23 -2.77 0.09
C 0.90 7.83 -5.45 -0.20
C -0.63 8.00 -5.15 -0.25
O -1.14 6.70 -4.93 -0.07
O 1.53 7.43 -4.21 -0.08
H 1.29 8.77 -5.83 0.11
H 0.99 7.06 -6.21 0.11
H -1.12 8.43 -6.03 0.11
H -0.85 8.73 -4.38 0.11
H -2.07 6.72 -5.15 0.09
H 1.07 6.67 -3.84 0.07
C 4.10 3.81 5.98 -0.26
C 2.75 3.18 6.47 -0.27
O 2.36 3.61 7.73 -0.06
O 5.07 2.84 6.06 -0.05
H 4.19 4.73 6.56 0.12
H 3.93 4.10 4.95 0.11
H 2.82 2.10 6.41 0.12
H 2.02 3.53 5.73 0.11
H 1.40 3.69 7.83 0.09
H 5.17 2.61 6.98 0.10
C 2.94 -6.54 -6.89 -0.26
C 3.83 -5.50 -7.60 -0.22
O 3.14 -4.89 -8.71 -0.08
O 1.88 -5.96 -6.18 -0.06
H 3.57 -7.08 -6.18 0.12
H 2.61 -7.17 -7.71 0.12
H 4.68 -5.95 -8.12 0.11
H 4.26 -4.69 -7.01 0.11
H 2.23 -4.83 -8.41 0.07
H 1.78 -6.60 -5.47 0.09
C -4.77 -1.86 -7.84 -0.23
C -3.37 -2.37 -7.54 -0.29
O -3.28 -3.59 -6.89 -0.06
O -5.53 -1.78 -6.63 -0.06
H -5.22 -2.49 -8.61 0.11
H -4.76 -0.86 -8.28 0.12
H -2.86 -1.64 -6.90 0.12
H -2.83 -2.55 -8.46 0.12
H -2.33 -3.72 -6.86 0.09
H -5.59 -2.69 -6.31 0.07
C 9.03 -0.71 1.09 -0.24
C 10.29 -1.39 0.55 -0.25
O 10.40 -1.73 -0.83 -0.07
O 9.14 -0.38 2.48 -0.06
H 8.13 -1.27 0.83 0.11
H 8.81 0.21 0.56 0.11
H 10.34 -2.26 1.21 0.11
H 11.20 -0.82 0.72 0.12
H 11.27 -2.12 -0.92 0.08
H 8.34 -0.03 2.87 0.09
C -2.50 -0.71 7.51 -0.32
C -3.93 -0.51 7.82 -0.24
O -4.53 -0.27 6.56 -0.06
O -2.21 -1.98 7.10 -0.05
H -1.94 -0.48 8.42 0.11
H -2.14 -0.10 6.68 0.13
H -4.01 0.37 8.46 0.12
H -4.42 -1.35 8.31 0.12
H -4.59 -1.13 6.12 0.08
H -2.71 -2.68 7.54 0.09
C 8.06 -6.91 -1.98 -0.24
C 6.64 -6.24 -1.69 -0.20
O 5.95 -7.17 -0.83 -0.09
O 7.88 -8.17 -2.56 -0.07
H 8.57 -7.06 -1.03 0.11
H 8.70 -6.26 -2.58 0.11
H 6.10 -6.15 -2.63 0.11
H 6.76 -5.27 -1.19 0.11
H 6.43 -7.21 0.00 0.08
H 7.66 -8.81 -1.88 0.08
C -6.71 7.39 5.88 -0.17
C -7.39 6.52 7.02 -0.25
O -6.69 6.62 8.23 -0.07
O -6.72 8.83 6.21 -0.09
H -7.14 7.15 4.91 0.11
H -5.65 7.15 5.77 0.11
H -7.39 5.47 6.72 0.11
H -8.44 6.73 7.21 0.11
H -7.25 6.36 8.96 0.09
H -6.51 8.88 7.14 0.06
C 4.52 10.45 2.49 -0.27
C 4.11 9.80 1.17 -0.25
O 5.13 9.20 0.41 -0.06
O 5.02 9.48 3.34 -0.05
H 3.64 10.83 3.01 0.11
H 5.12 11.35 2.40 0.12
H 3.76 10.65 0.59 0.11
H 3.34 9.05 1.30 0.12
H 4.69 8.75 -0.32 0.08
H 5.12 9.74 4.25 0.09
C -0.99 2.82 -9.77 -0.24
C 0.06 2.54 -10.80 -0.27
O 0.26 1.16 -10.94 -0.06
O -0.40 2.57 -8.47 -0.06
H -1.80 2.15 -10.05 0.12
H -1.54 3.76 -9.75 0.12
H 1.05 2.98 -10.66 0.12
H -0.33 2.82 -11.78 0.12
H 0.52 0.89 -10.05 0.08
H -0.53 3.40 -8.00 0.08
C 0.42 -9.57 4.79 -0.25
C 1.03 -8.54 3.77 -0.21
O 0.43 -8.60 2.45 -0.07
O -0.97 -9.59 4.63 -0.07
H 0.59 -9.26 5.82 0.11
H 0.70 -10.60 4.56 0.11
H 2.11 -8.71 3.70 0.11
H 0.80 -7.62 4.31 0.11
H 1.09 -8.29 1.81 0.08
H -1.06 -8.95 3.91 0.06